(1)
Entry from the Open Molecules 2025 dataset: a structure of composition C31H38CrN4 (ωB97M-V/def2-TZVPD).

```
74
Properties=species:S:1:pos:R:3:forces:R:3:lowdin_charge:R:1
Cr -0.480597 0.526516 0.406807 0.7 0.5 -1.0 0.60
N -3.065418 4.494449 0.740758 -0.5 -0.2 -0.8 0.07
N -2.479924 -1.591414 -1.648134 -0.4 5.5 4.8 -0.01
C 1.549416 -0.071129 1.491788 -0.3 0.8 0.3 -0.26
C 0.393900 0.046639 2.339999 0.2 0.8 0.2 -0.32
C 0.055473 1.449465 2.391907 -0.5 0.0 0.2 -0.31
C -0.970955 2.034994 3.222442 2.9 -1.2 1.5 -0.02
H -1.611807 1.338705 3.767253 0.2 0.5 0.0 0.08
H -2.213010 2.728279 2.400133 -0.6 0.5 0.0 0.01
H -0.759028 3.020644 3.638665 -0.4 -0.2 -0.2 0.08
C 0.810345 2.117411 1.350919 0.1 -0.6 0.9 -0.30
C 0.733452 3.574280 1.036375 0.0 0.3 0.0 -0.04
H 1.150582 4.193523 1.844592 0.0 -0.1 -0.1 0.09
H -0.304495 3.894042 0.878946 0.1 -0.1 0.1 0.07
H 1.292314 3.812370 0.124644 0.0 -0.1 0.2 0.05
C 1.826011 1.200825 0.917709 -1.0 -0.7 0.7 -0.25
C 3.064709 1.586763 0.201942 0.3 0.0 -0.6 -0.03
H 2.852448 2.287838 -0.613208 0.1 -0.1 0.0 0.07
H 3.576184 0.716389 -0.222241 -0.1 0.1 0.0 0.07
H 3.780486 2.083035 0.876687 -0.2 -0.1 -0.1 0.09
C -0.147773 -0.963336 3.293132 0.1 -0.3 0.0 -0.04
H 0.385882 -0.974867 4.253495 0.0 0.0 -0.1 0.08
H -0.063445 -1.955672 2.848339 -0.1 -0.1 0.1 0.06
H -1.203518 -0.775239 3.505268 0.1 -0.1 0.0 0.07
C 2.463951 -1.238206 1.498324 0.2 -0.4 -0.4 -0.03
H 2.946498 -1.334612 0.523631 0.1 -0.2 0.1 0.07
H 1.916312 -2.163095 1.701040 0.1 0.0 -0.1 0.07
H 3.257583 -1.152839 2.257296 -0.2 0.1 -0.1 0.09
C -3.847741 5.114791 -0.129732 0.0 -0.2 -0.6 -0.21
H -4.114254 6.128649 0.162640 -0.1 0.1 -0.4 0.08
C -4.325111 4.525164 -1.308455 -0.4 1.2 0.6 -0.14
H -4.996324 5.101174 -1.913917 -0.3 0.1 -0.3 0.06
C -3.970999 3.216057 -1.642646 0.2 -0.2 -0.1 -0.13
H -4.349305 2.736996 -2.521215 -0.2 0.0 -0.6 0.09
C -3.149031 2.522275 -0.816749 0.0 0.5 -0.4 -0.09
H -2.729461 1.520811 -1.060864 -0.7 0.8 0.4 0.09
C -2.850425 3.192813 0.413278 1.6 -2.4 1.8 -0.39
C -2.261393 2.369239 1.395789 -1.7 -1.4 -2.3 -0.10
H -2.513813 1.262551 1.353407 0.1 1.1 0.0 0.08
C -1.292256 -1.428258 -0.940657 0.6 -0.6 -2.6 -0.15
C -3.091661 -2.565675 -0.917216 0.9 -3.7 -2.2 -0.22
H -4.105198 -2.687472 -0.533482 -0.2 0.1 -1.4 0.08
C -2.102379 -3.511709 -0.750186 -0.7 0.0 1.3 -0.15
H -2.164976 -4.578254 -0.806959 0.0 -0.1 0.3 0.09
N -0.902886 -2.788099 -0.692272 -0.9 0.6 0.4 -0.06
C 0.355723 -3.373336 -0.539201 0.3 -0.6 -0.4 -0.16
C 0.448672 -4.534039 0.242336 0.9 -0.1 -0.1 -0.20
C 1.619338 -5.310324 0.171720 -0.2 0.5 0.0 -0.02
H 1.675717 -6.230207 0.757336 0.0 0.2 0.0 0.11
C 2.711681 -4.919584 -0.608975 -0.3 0.1 0.0 -0.29
C 3.953514 -5.774127 -0.653997 0.2 -0.2 -0.1 -0.07
H 4.833545 -5.163154 -0.898128 -0.2 -0.2 0.1 0.07
H 3.870915 -6.562190 -1.421920 0.0 0.2 0.2 0.08
H 4.131934 -6.275237 0.310526 0.0 0.2 -0.3 0.07
C 2.619449 -3.740804 -1.361191 -0.7 0.1 0.5 -0.01
H 3.475632 -3.461629 -1.983284 -0.4 0.1 0.1 0.11
C 1.442614 -2.952546 -1.330103 0.5 -0.8 0.0 -0.20
C 1.266553 -1.731076 -2.161966 0.3 0.6 -0.2 -0.06
H 0.426796 -1.859029 -2.857025 0.1 0.1 0.2 0.09
H 2.151946 -1.485220 -2.750244 0.2 -0.2 0.1 0.07
H 1.017260 -0.871876 -1.518272 0.2 -0.3 -0.5 0.04
C -0.632121 -4.863477 1.218231 -0.4 -0.7 0.4 -0.06
H -1.607743 -5.029076 0.764887 0.3 0.1 0.3 0.04
H -0.758565 -4.056675 1.949115 0.0 -0.1 -0.1 0.08
H -0.421792 -5.794853 1.732181 0.4 -0.1 0.4 0.07
C 0.868811 4.586108 -2.790596 0.2 -0.1 0.1 -0.09
C -0.462683 3.813215 -2.787051 -0.1 0.8 -0.3 -0.19
C -0.356670 2.682364 -1.902920 0.2 -2.5 0.8 -0.15
N -0.226421 1.697771 -1.297646 -0.4 1.8 -0.7 0.17
H 1.191236 4.811025 -1.762093 -0.2 -0.1 -0.4 0.07
H 0.789291 5.528126 -3.336098 -0.1 -0.1 0.0 0.07
H 1.641519 3.969670 -3.268346 -0.1 0.2 0.2 0.08
H -1.299726 4.440389 -2.440424 0.2 -0.2 -0.1 0.12
H -0.714790 3.442976 -3.796121 0.1 0.1 0.4 0.13
```
Forces are in eV/Å.

Values from the calculation:
- charge = -1
- Kohn-Sham gap (alpha / beta) (eV) = 5.3 / 5.5
- largest force on an atom (eV/Å) = 7.27
- energy relative to the best compared isomer or geometry (same formula, charge and spin) (kcal per mole) = 99.2
- expectation value of S² = 4.1391
- energy (eV) = -67137.6296
- highest occupied orbital energy (alpha / beta) (Eh) = -0.0961 / -0.1039
- multiplicity = 4



(2)
Entry from the Open Molecules 2025 dataset: a cluster of 2 separate species, C3H4BrN in total (ωB97M-V/def2-TZVPD).

```
9
Properties=species:S:1:pos:R:3:forces:R:3:lowdin_charge:R:1
C -0.409642 -1.539525 0.218283 1.8 -4.9 0.1 -0.02
C -0.244975 0.915861 -0.316355 -2.0 1.4 -1.2 -0.32
C 0.158958 -0.447501 -0.073758 2.9 1.6 -0.4 -0.25
N 0.219303 1.916240 0.257059 1.7 0.6 1.5 0.12
Br 2.813477 -0.481466 -0.007018 -2.7 -0.1 -0.3 0.06
H 0.099502 -2.587987 0.115250 -0.4 2.3 0.3 0.12
H -1.322700 -1.717074 0.706213 -1.7 0.6 0.0 0.07
H -1.111701 1.108179 -1.025658 0.8 -1.1 0.5 0.14
H -0.202221 2.833275 0.125983 -0.3 -0.5 -0.5 0.07
```
Forces are in eV/Å.

Values from the calculation:
- charge = 0
- Kohn-Sham gap (alpha / beta) (eV) = 7.5 / 7.5
- largest force on an atom (eV/Å) = 5.18
- energy relative to the best compared isomer or geometry (same formula, charge and spin) (kcal per mole) = 77.9
- energy (eV) = -74704.4480
- highest occupied orbital energy (alpha / beta) (Eh) = -0.3520 / -0.3519
- multiplicity = 1



(3)
Entry from the Open Molecules 2025 dataset: a cluster of 7 separate species, C18H40N2O5S5 in total (ωB97M-V/def2-TZVPD).

```
70
Properties=species:S:1:pos:R:3:forces:R:3:lowdin_charge:R:1
C 3.704168 -22.967604 -1.585463 0.8 -0.6 1.2 -0.24
S 5.235965 -23.715480 -0.856388 0.6 0.3 -0.6 0.82
O 6.287578 -22.644975 -0.995768 -0.7 -0.6 0.5 -0.58
C 4.767849 -23.895169 0.909844 -1.0 0.6 0.0 -0.28
H 2.952290 -23.725348 -1.365019 -0.4 0.3 -0.2 0.04
H 3.858811 -22.814878 -2.653577 0.1 -0.2 0.2 0.05
H 3.553522 -22.018931 -1.070266 -0.2 -0.1 -0.1 0.04
H 5.577806 -24.205467 1.569987 0.4 0.3 -0.6 0.05
H 3.985589 -24.632309 1.090909 -0.1 -0.3 -0.7 0.03
H 4.305329 -22.980239 1.280071 0.5 0.3 0.0 0.03
C 5.224571 -18.868670 1.126209 -0.9 -0.2 1.1 -0.22
S 4.378022 -18.259789 2.718262 0.1 0.5 -0.9 0.81
O 4.499987 -16.749171 2.705096 -0.5 -1.3 -0.1 -0.60
C 2.583245 -18.781323 2.379530 1.3 0.5 -0.1 -0.23
H 5.266394 -19.954457 1.212453 0.1 -0.1 0.1 0.02
H 6.232671 -18.455733 1.162421 -0.2 0.1 0.0 0.04
H 4.706481 -18.625957 0.198433 -0.1 0.4 0.2 0.05
H 2.297457 -18.295628 1.446506 -0.2 -0.2 0.0 0.04
H 1.950863 -18.447860 3.202336 0.3 0.2 0.0 0.04
H 2.568894 -19.870752 2.347360 0.1 0.0 -0.2 0.04
C 5.014577 -15.980026 7.023305 1.5 -0.9 -0.1 -0.22
S 6.540145 -17.035541 7.002814 1.4 2.2 1.3 0.85
O 7.641094 -16.117580 7.607172 -1.5 -1.8 -0.8 -0.59
C 6.285137 -18.340199 8.219009 0.0 -0.9 0.6 -0.29
H 4.457452 -15.949465 7.959679 -0.2 -0.5 -0.3 0.06
H 4.605409 -16.405531 6.106987 -1.1 0.6 0.3 0.03
H 5.458811 -14.996272 6.871712 -0.1 -0.1 -0.3 0.05
H 5.355636 -18.907641 8.265251 -0.5 0.6 -0.5 0.06
H 6.496741 -18.031834 9.242842 0.1 0.5 -0.1 0.06
H 6.989661 -19.136046 7.977402 0.3 0.3 -0.1 -0.02
C 10.009338 -18.644538 8.491406 -0.6 -0.6 -0.5 -0.19
S 9.200686 -20.369330 8.539372 0.2 1.3 -0.5 0.81
O 9.297422 -20.969704 7.164227 0.1 0.2 0.6 -0.57
C 10.356875 -21.188624 9.621519 0.2 -0.2 -0.1 -0.28
H 9.255737 -17.915711 8.193084 -0.4 -0.1 0.4 0.00
H 10.704196 -18.564730 7.655401 0.4 -0.6 0.2 0.06
H 10.436957 -18.346549 9.448718 0.0 -0.3 -0.1 0.05
H 10.252614 -20.747078 10.612610 0.2 0.2 -0.1 0.05
H 11.366999 -21.128904 9.216311 0.0 0.0 0.2 0.06
H 10.047149 -22.230514 9.702884 0.0 0.0 -0.2 0.05
C 5.896365 -22.212203 6.033419 0.0 0.7 -0.1 -0.25
S 6.238754 -22.153739 4.245106 0.1 0.6 -0.8 0.85
O 4.988954 -21.911386 3.402807 0.9 0.0 1.3 -0.59
C 7.198739 -20.574519 4.220856 -0.2 -0.1 -0.3 -0.23
H 5.139841 -22.971203 6.232618 0.2 0.0 -0.1 0.04
H 5.602693 -21.244071 6.439082 -0.4 0.1 -0.3 0.04
H 6.847188 -22.410719 6.528035 0.1 -0.4 -0.2 0.05
H 6.693282 -19.768521 4.752806 -0.1 -0.2 0.1 0.04
H 7.277754 -20.283454 3.173414 -0.3 -0.2 -0.1 0.04
H 8.233557 -20.651677 4.554461 -0.2 -0.5 0.5 0.02
N 4.489450 -26.567372 3.049375 0.3 -0.3 0.5 0.01
C 4.947227 -27.711283 3.662276 0.5 0.7 2.3 -0.11
C 5.426888 -27.338959 4.965493 -0.6 -0.2 -2.5 -0.08
C 5.285252 -25.917250 5.030392 0.4 -1.3 0.8 -0.13
C 4.706494 -25.501049 3.888438 -0.3 1.1 -0.5 -0.18
H 3.950650 -26.596132 2.195591 0.3 0.3 0.2 0.14
H 4.915849 -28.650921 3.130763 -0.1 0.0 0.3 0.10
H 5.873238 -27.973554 5.716788 -0.1 -0.1 -0.2 0.08
H 5.615732 -25.277589 5.835387 -0.1 -0.1 0.0 0.08
H 4.542543 -24.452224 3.689753 -0.5 -0.2 -0.6 0.08
N 10.698552 -20.370822 2.987382 0.5 0.8 -0.5 0.00
C 11.592778 -19.478108 2.422921 0.8 0.0 2.2 -0.11
C 12.584867 -19.244073 3.422969 -0.8 -1.0 -1.6 -0.09
C 12.326263 -20.151287 4.519894 -0.2 1.8 -1.0 -0.11
C 11.115636 -20.696379 4.238195 -0.8 -1.6 0.6 -0.18
H 9.856770 -20.656439 2.507877 0.2 -0.1 0.4 0.14
H 11.367208 -19.104981 1.434845 0.4 0.2 0.2 0.10
H 13.408298 -18.552049 3.325693 0.0 -0.2 -0.1 0.08
H 12.881306 -20.249217 5.441157 -0.1 0.0 -0.1 0.09
H 10.514643 -21.318142 4.885201 0.0 -0.1 -0.1 0.09
```
Forces are in eV/Å.

Values from the calculation:
- charge = 0
- Kohn-Sham gap (eV) = 8.2
- largest force on an atom (eV/Å) = 2.90
- energy relative to the best compared isomer or geometry (same formula, charge and spin) (kcal per mole) = 45.6
- energy (eV) = -86702.1438
- highest occupied orbital energy (Eh) = -0.2919
- multiplicity = 1